C24H44BNP2W as an isolated structure at a distorted geometry. Source: OMol25; level of theory: the ωB97M-V functional and the def2-TZVPD basis.

The geometry in XYZ format:
```
73
Properties=species:S:1:pos:R:3:forces:R:3:mulliken_charge:R:1
W -0.00399 -0.31006 1.58194 0.88 -0.48 -1.06 -0.52
C -1.66066 -0.90897 3.12538 0.29 -0.50 0.16 0.26
C -1.31665 -2.03600 2.30972 -0.48 -0.13 -0.08 0.95
C 0.59048 -1.37699 3.45913 -0.88 0.33 0.65 0.33
C -0.48289 -0.48295 3.81792 -0.10 -0.78 0.49 0.51
C 0.08398 -2.31184 2.49253 -0.57 -0.06 0.21 0.82
C -3.02393 -0.35149 3.34363 -0.50 0.20 -0.16 -1.80
H -3.67818 -0.51971 2.47855 0.14 0.00 0.23 0.40
H -2.99090 0.72477 3.53909 -0.04 -0.17 0.02 0.55
H -3.51112 -0.82151 4.20953 0.24 0.03 -0.18 0.33
C -0.41041 0.61945 4.81373 0.06 0.50 0.20 -1.13
H -1.30435 1.25259 4.76057 0.22 -0.15 0.07 0.36
H 0.45955 1.26195 4.63317 -0.17 -0.18 0.22 0.09
H -0.33433 0.23621 5.84154 -0.02 -0.01 -0.30 0.34
C 1.95655 -1.38599 4.05024 0.56 0.12 -0.08 -1.04
H 1.92590 -1.71150 5.09840 -0.11 0.04 -0.24 0.33
H 2.41699 -0.39255 4.02383 -0.06 -0.28 0.19 0.21
H 2.60864 -2.07729 3.50083 -0.12 0.19 0.22 0.36
C 0.85542 -3.43958 1.89979 0.24 -0.27 -0.27 -1.55
H 0.88396 -4.29704 2.58245 -0.03 0.15 -0.06 0.34
H 1.89076 -3.14282 1.70034 -0.15 -0.14 0.01 0.42
H 0.41181 -3.77821 0.95947 0.06 -0.01 0.17 0.37
C -2.26648 -2.87573 1.52650 -0.25 -0.50 -0.12 -1.46
H -2.54322 -3.77055 2.10432 0.04 0.21 -0.15 0.36
H -1.82368 -3.22411 0.58303 -0.15 0.09 0.25 0.30
H -3.19516 -2.34131 1.30069 0.20 -0.14 0.06 0.44
C -0.85207 1.79984 0.55637 -1.32 -0.82 0.81 -1.03
C -1.97510 0.97651 0.57056 1.33 0.28 0.08 -0.65
C -2.42018 0.03441 -0.49845 -0.39 -0.39 -0.86 -1.12
C -1.31453 -0.65069 -1.32842 -0.68 0.04 -0.55 1.65
C -0.08534 -1.12738 -0.61655 0.38 0.68 1.36 0.19
C 1.13718 -0.39777 -0.54684 -1.34 -0.71 1.87 -0.95
C 1.34388 1.08276 -0.65788 0.35 0.97 -0.74 -1.29
C 0.07867 1.97695 -0.59451 0.94 0.28 -0.38 1.14
H -3.08918 0.57420 -1.19672 0.04 -0.09 0.19 0.72
H -0.99573 0.05757 -2.12620 -0.09 -0.47 0.24 -2.87
H -3.05433 -0.75220 -0.05432 0.29 0.42 -0.11 0.39
H -0.53140 1.85020 -1.52843 0.22 0.11 0.52 -1.36
H -0.74341 2.50168 1.38574 -0.11 -0.05 -0.27 0.30
H -2.69871 1.17270 1.35722 0.19 -0.13 0.05 0.87
H 0.42776 3.02536 -0.60797 -0.21 -0.38 0.03 0.84
H 2.03762 1.43195 0.12232 -0.28 -0.17 -0.39 0.22
H 2.04709 -0.98974 -0.42177 -0.18 0.18 0.02 0.32
H 1.87718 1.30614 -1.60728 -0.23 0.05 0.46 0.86
H -1.76756 -1.50487 -1.86698 0.12 0.40 0.20 0.78
H 0.02622 -2.21406 -0.58742 0.10 0.30 -0.03 0.85
P -0.73529 1.63366 -3.48761 0.69 0.53 -3.18 0.76
C -0.82065 3.38209 -3.97232 -0.35 0.41 0.76 -1.10
C -1.89633 0.80485 -4.61500 -0.64 -0.30 0.43 -1.24
P 1.47684 -0.49834 -3.20623 0.66 -0.25 -1.96 0.92
C 0.92859 1.11023 -4.01273 0.09 0.02 0.47 -1.49
C 0.80126 -1.66040 -4.46654 -0.08 0.06 0.11 -1.36
C 3.19243 -0.41705 -3.84839 0.22 0.19 -0.12 -1.26
H 0.06994 3.92196 -3.62296 -0.27 -0.16 -0.06 0.43
H -1.71339 3.82752 -3.51019 0.23 0.08 -0.25 0.40
H -0.89851 3.46919 -5.06545 0.04 -0.20 0.26 0.44
H -1.75736 1.18819 -5.63676 0.10 0.00 0.32 0.49
H -2.91763 1.04535 -4.28355 0.20 -0.11 -0.23 0.42
H -1.78014 -0.28754 -4.61349 0.05 0.36 0.08 0.33
H 3.18849 -0.10071 -4.90414 0.14 -0.17 0.31 0.39
H 3.65306 -1.41005 -3.76892 -0.04 0.27 0.00 0.45
H 3.78635 0.30049 -3.26293 -0.09 -0.24 -0.18 0.35
H 1.65003 1.90586 -3.74665 -0.37 -0.30 -0.06 0.61
H 0.94145 0.99204 -5.11637 -0.22 0.18 0.46 0.77
H 1.46818 -2.52829 -4.50198 -0.24 0.05 -0.03 0.48
H 0.77250 -1.18786 -5.45454 0.01 -0.25 0.07 0.40
H -0.20118 -1.99080 -4.17828 0.12 -0.10 -0.16 0.29
B 2.94449 2.62290 3.56230 0.27 0.45 0.61 0.34
C 2.05694 1.70021 2.76421 -0.76 -0.82 -0.72 -0.06
N 1.33706 0.96235 2.17811 1.98 2.05 0.68 -0.19
H 2.56396 2.58062 4.72799 0.03 -0.13 -0.38 -0.01
H 2.81730 3.73710 3.09476 0.05 -0.17 -0.07 -0.04
H 4.08546 2.20410 3.45887 -0.22 0.02 -0.10 0.02
```
Forces are in eV/Å.

Calculated values
Spin multiplicity ... 3
E_LUMO (spin up / spin down) ... -7.8 / -9.2 eV
M ... 603.22 g/mol
ΔE to the lowest compared entry with this formula, charge and spin ... 52.00 kJ/mol
E_tot ... -1769.54669 Eh
HOMO-LUMO gap (spin up / spin down) ... 5.523 / 4.029 eV
Charge ... +2


A 8-piece molecular cluster, C24H44Cl8O8S2 overall at a distorted geometry. Source: OMol25; level of theory: the ωB97M-V functional and the def2-TZVPD basis.

The geometry in XYZ format:
```
86
Properties=species:S:1:pos:R:3:forces:R:3:mulliken_charge:R:1
C -1.94147 -1.91260 5.12491 -0.10 -0.61 0.84 -0.68
C -0.53571 -2.20466 4.60556 0.42 0.54 -0.16 0.85
C 0.41203 -1.61826 5.64763 0.23 -0.57 -0.14 -0.78
S -0.29073 -2.05931 7.25404 -0.74 1.10 -0.69 1.10
O -0.33187 -0.82104 7.99396 -0.07 -0.22 0.46 -0.66
O 0.23814 -3.25892 7.84401 0.30 -0.03 -0.10 -0.67
C -1.92399 -2.43850 6.56738 0.25 -0.82 -0.29 -0.84
H -2.70005 -2.51124 4.62140 -0.09 0.41 -0.38 0.33
H -2.18016 -0.85075 5.11505 0.00 0.02 -0.31 0.36
H -0.35023 -1.68635 3.66512 -0.12 -0.19 -0.13 -0.91
H -0.33392 -3.27105 4.47801 -0.26 -0.05 -0.01 0.27
H 0.38973 -0.53507 5.55710 0.07 0.06 0.37 0.42
H 1.43870 -1.96899 5.56647 0.01 -0.01 0.06 0.40
H -2.75100 -2.17416 7.21883 0.16 0.35 0.11 0.48
H -1.90957 -3.52735 6.46527 -0.03 -0.02 0.32 0.37
C 4.19777 -4.24731 1.88870 0.12 0.37 -1.56 -0.93
C 2.66525 -4.14536 2.06545 0.82 -1.10 0.96 -0.56
C 2.25695 -2.73330 1.77674 0.29 0.21 0.21 0.68
S 3.57989 -1.71416 2.45387 0.31 -0.05 -0.81 1.21
O 3.29330 -1.32054 3.80918 -0.19 -0.16 0.07 -0.64
O 3.90770 -0.70046 1.47904 0.07 0.12 0.09 -0.70
C 4.86102 -2.99190 2.44712 -0.50 -0.31 1.03 -0.72
H 4.42365 -4.26882 0.81522 -0.18 -0.02 -0.03 0.30
H 4.59873 -5.19036 2.25233 0.02 0.15 0.43 0.48
H 2.45537 -4.44697 3.09581 -0.27 0.20 0.02 0.28
H 2.21561 -4.90123 1.42877 -0.32 0.23 -0.11 0.39
H 1.38302 -2.32883 2.27654 -0.36 -0.34 -0.28 -0.69
H 2.25057 -2.59204 0.69883 -0.19 0.42 0.02 0.18
H 5.08634 -3.17969 3.49748 0.29 0.36 0.00 0.33
H 5.70604 -2.58335 1.90536 0.10 -0.17 -0.04 0.41
O 1.23184 2.45068 -4.10558 0.12 0.09 0.23 -0.44
C 0.77168 2.04866 -5.12805 -0.48 -1.46 0.28 0.29
O 1.53149 1.71594 -6.20290 0.52 1.06 -0.21 -0.38
C 0.73794 1.97780 -7.37065 -0.88 -1.50 0.22 -0.42
C -0.62534 1.43312 -6.95044 -1.47 0.51 -0.40 -0.66
C -0.70312 1.75127 -5.45887 0.65 1.04 -0.37 0.40
H 1.10854 1.39172 -8.20464 0.45 0.30 -0.04 0.33
H 0.67070 3.04174 -7.58910 0.33 0.07 -0.01 0.27
H -0.79788 0.37411 -7.14131 0.64 -0.12 0.11 0.29
H -1.43327 1.90255 -7.52265 0.12 0.19 0.12 0.35
H -1.19008 0.96973 -4.88383 0.37 0.00 0.36 0.03
H -1.17395 2.71102 -5.21797 -0.40 -0.27 -0.30 -0.13
O -1.32302 -0.51758 1.77357 -0.32 -0.20 0.35 -0.69
C -0.61967 -0.06671 0.91740 -0.04 -0.11 -0.49 -0.05
O 0.69867 -0.31231 0.89659 0.30 -0.17 0.01 -0.15
C 1.36937 0.41546 -0.13838 -0.24 0.68 -0.33 -0.44
C 0.26966 0.95636 -1.07203 -0.62 -0.62 0.62 0.10
C -1.03407 0.79764 -0.25942 1.48 0.06 0.55 0.51
H 2.07845 -0.21273 -0.66951 0.01 -0.24 0.27 0.31
H 1.91756 1.22988 0.33567 0.10 -0.09 0.04 0.24
H 0.13167 0.30043 -1.92882 0.47 0.35 -0.37 0.15
H 0.47303 1.98633 -1.33449 -0.01 0.02 -0.49 -0.12
H -1.79499 0.27903 -0.82329 -0.33 0.21 0.13 -0.01
H -1.35399 1.73772 0.18803 -0.45 -0.03 -0.26 0.04
Cl 5.03490 3.27339 -1.77088 0.19 0.32 -0.11 -0.20
C 3.36875 3.75146 -2.15218 -0.73 -0.46 -0.25 -0.14
C 2.73441 4.56140 -1.05934 0.46 -0.21 0.82 0.00
Cl 3.50248 6.16319 -0.93123 -0.11 0.26 -0.03 -0.21
H 2.85630 2.80260 -2.26745 -0.31 0.01 0.04 -0.01
H 3.26547 4.26154 -3.10603 0.52 0.04 -0.07 0.42
H 2.91378 4.07496 -0.09977 -0.07 0.02 -0.01 0.26
H 1.66036 4.70058 -1.16182 0.03 -0.01 -0.38 -0.07
Cl -1.32147 -3.07080 -1.00799 0.00 0.19 0.06 -0.13
C -2.32107 -4.21302 -0.07955 -0.02 -1.12 -0.17 -0.58
C -1.93924 -4.28295 1.37986 0.10 0.65 0.13 0.13
Cl -0.56883 -5.39951 1.66563 0.00 0.24 -0.05 -0.20
H -2.13417 -5.18367 -0.53642 -0.11 0.01 -0.04 0.38
H -3.37678 -3.99802 -0.22241 0.05 0.41 0.07 0.30
H -2.72932 -4.64194 2.03182 -0.25 -0.04 -0.26 0.36
H -1.67162 -3.27172 1.69094 0.22 -0.16 0.29 -0.24
Cl -3.35553 -0.71488 -3.43485 -0.05 0.09 0.03 -0.16
C -4.69320 0.46253 -3.27058 0.01 0.07 -0.28 -0.62
C -4.25835 1.74135 -2.59824 -0.48 0.02 -0.54 -0.02
Cl -4.06011 1.55946 -0.85076 -0.23 0.19 0.03 -0.16
H -5.50749 -0.04624 -2.76444 0.05 0.07 0.21 0.38
H -5.04587 0.73467 -4.26570 0.18 -0.21 -0.11 0.34
H -5.04226 2.47465 -2.79537 -0.01 0.04 0.30 0.43
H -3.35599 2.12907 -3.06783 0.20 -0.09 0.29 -0.11
Cl -1.57739 4.53677 -3.43894 -0.07 -0.19 0.14 -0.11
C -1.79747 5.62569 -2.04557 -0.10 0.20 0.56 -0.62
C -1.98575 4.87123 -0.73960 -0.27 -0.30 -0.02 0.20
Cl -1.70602 5.90078 0.69045 0.27 0.19 -0.17 -0.20
H -2.69980 6.19644 -2.23661 0.23 0.36 -0.14 0.38
H -0.90440 6.23937 -1.98248 -0.11 0.20 -0.13 0.37
H -1.31757 4.01538 -0.69036 -0.02 -0.01 0.11 -0.33
H -3.01906 4.56691 -0.60686 0.05 -0.40 -0.28 0.29
```
Forces are in eV/Å.

Calculated values
E_LUMO ... 0.1 eV
M ... 808.37 g/mol
E_tot ... -6020.70876 Eh
HOMO-LUMO gap ... 9.817 eV
SMILES ... O=S1(=O)CCCC1.O=S1(=O)CCCC1.O=C1CCCO1.O=C1CCCO1.ClCCCl.ClCCCl.ClCCCl.ClCCCl
Charge ... 0


C24H44CrN3OP2S as an isolated structure at a distorted geometry. Source: OMol25; level of theory: the ωB97M-V functional and the def2-TZVPD basis.

The geometry in XYZ format:
```
76
Properties=species:S:1:pos:R:3:forces:R:3:mulliken_charge:R:1
Cr -0.22104 -0.16482 -0.34638 1.00 0.60 1.38 -1.54
P -1.80329 1.50368 -0.18997 -0.78 0.52 0.84 1.40
P 1.38511 -1.84446 -0.28836 0.65 -0.72 1.05 1.37
N -1.51471 -1.38813 0.23241 -0.42 -0.38 -0.36 0.72
C -3.24358 0.35570 -0.13065 -0.30 -0.24 -0.29 -1.14
H -4.06783 0.81693 0.43278 0.13 -0.15 -0.29 0.35
H -3.57014 0.21421 -1.17124 0.01 0.10 0.22 0.55
C -2.89215 -1.02211 0.46799 -0.42 -0.35 0.73 -0.82
H -3.09899 -0.98502 1.55948 0.03 0.01 -0.77 0.10
H -3.57680 -1.80861 0.07947 0.23 0.43 -0.09 0.47
C -1.13579 -2.72520 0.63111 -0.32 -0.22 0.52 -1.14
H -1.96920 -3.42205 0.40704 0.40 0.06 -0.06 0.50
H -1.00681 -2.77812 1.73524 0.13 0.03 -0.36 0.25
C 0.15772 -3.20363 -0.07025 -0.31 -0.33 -0.36 -1.04
H -0.09820 -3.55147 -1.08310 0.03 0.02 0.24 0.53
H 0.59986 -4.04763 0.47874 -0.16 0.21 -0.25 0.35
C 2.44683 -2.04010 1.20948 -0.16 0.04 -0.02 1.03
C 3.44529 -0.90309 1.41845 0.19 0.15 0.10 -1.35
H 3.93375 -1.03923 2.39290 -0.10 0.11 -0.20 0.47
H 2.97812 0.08702 1.40852 0.06 -0.21 0.10 0.21
H 4.22908 -0.91304 0.65321 -0.16 0.03 0.29 0.31
C 2.39878 -2.09847 -1.79677 -0.26 -0.25 -0.27 0.61
C 3.62654 -1.17851 -1.86344 0.09 0.07 -0.16 -1.58
H 4.01487 -1.17482 -2.89153 -0.12 -0.03 0.24 0.49
H 4.44118 -1.52683 -1.21490 -0.30 0.05 -0.20 0.31
H 3.39185 -0.13857 -1.60287 0.07 -0.21 0.00 0.31
C -1.96172 2.53677 -1.69351 -0.25 -0.05 -0.21 0.58
C -0.96039 3.69846 -1.73896 0.05 0.10 -0.17 -1.56
H -0.94727 4.11067 -2.75759 -0.01 -0.07 0.26 0.48
H 0.06428 3.38359 -1.50347 -0.22 0.09 0.00 0.30
H -1.24267 4.51492 -1.06105 0.04 -0.26 -0.18 0.31
C -1.97524 2.53336 1.33252 0.02 -0.14 0.11 1.25
C -0.74000 3.38880 1.62465 0.15 0.16 0.05 -1.35
H -0.85140 3.85007 2.61501 0.05 -0.08 -0.22 0.48
H -0.63197 4.19573 0.88894 -0.01 -0.19 0.27 0.26
H 0.19224 2.81451 1.63256 -0.21 0.03 0.05 0.21
C 1.18103 1.13555 -0.31246 4.19 4.04 1.27 0.51
C 2.77333 -3.56418 -2.02691 0.18 -0.12 -0.26 -1.46
H 3.52315 -3.91440 -1.30796 -0.23 0.11 -0.22 0.23
H 1.90180 -4.22552 -1.97322 0.19 0.08 -0.02 0.31
H 3.20798 -3.66141 -3.03012 -0.08 -0.06 0.19 0.48
C -3.39619 3.00846 -1.94623 -0.06 0.19 -0.28 -1.44
H -3.44357 3.44999 -2.94976 -0.09 -0.05 0.19 0.48
H -4.11456 2.18261 -1.91221 0.10 0.20 -0.02 0.32
H -3.70890 3.77383 -1.22654 0.09 -0.22 -0.24 0.23
C -3.23746 3.40108 1.36441 -0.10 0.12 0.29 -1.67
H -3.36567 3.78243 2.38754 -0.03 -0.05 -0.24 0.44
H -3.15148 4.27750 0.70735 0.03 -0.28 0.17 0.30
H -4.14853 2.85117 1.10182 0.17 0.14 0.02 0.36
C 3.17543 -3.38957 1.27639 0.11 -0.08 0.27 -1.66
H 4.06162 -3.41214 0.62572 -0.30 0.11 0.16 0.34
H 3.54424 -3.54051 2.30086 -0.10 -0.02 -0.20 0.39
H 2.53967 -4.24483 1.02112 0.18 0.16 0.08 0.33
H 1.67628 -1.96613 2.00385 0.31 -0.19 -0.24 -0.40
H -2.05086 1.75408 2.12013 -0.01 0.34 -0.42 -0.55
H 1.70653 -1.78680 -2.59993 0.20 -0.14 0.14 0.53
H -1.68436 1.83114 -2.49797 -0.13 0.18 0.19 0.44
O 2.01963 1.92831 -0.07992 -3.13 -2.98 -1.16 -0.38
H -0.83279 -0.58834 -1.88910 0.87 0.55 -1.58 0.18
H -0.14674 -0.08468 -2.08073 -1.38 -0.99 -0.67 0.04
N -2.18882 -0.35543 3.41194 0.39 0.36 0.40 -0.29
C -0.89140 -0.09202 3.81436 0.77 -0.54 -0.26 0.12
N 0.12312 -0.88293 3.59234 -1.11 0.07 -0.06 -0.21
C 1.15518 -0.58712 4.47154 0.11 0.41 0.94 -0.43
C 2.22667 -1.44030 4.77889 -0.21 -0.12 0.19 -0.11
C 2.84572 -1.34158 6.02963 -0.13 0.38 -0.32 -0.76
C 2.54678 -0.26359 6.87989 -0.05 0.20 -0.41 -0.47
C 1.65026 0.73025 6.46717 0.14 -0.05 0.20 -0.50
C 0.91559 0.53143 5.30393 0.47 -0.45 -0.22 0.70
S -0.56199 1.32815 4.78186 0.07 -0.17 0.52 -0.21
H -2.35909 -1.35867 3.36323 -0.05 0.42 0.02 0.38
H -2.87538 0.16492 3.96109 0.21 -0.53 -0.29 0.21
H 2.47143 -2.22581 4.06589 -0.12 -0.09 0.39 0.38
H 3.54763 -2.10856 6.36658 -0.15 0.32 -0.27 0.39
H 3.02008 -0.20004 7.86044 -0.11 0.08 -0.34 0.37
H 1.47171 1.61551 7.07105 -0.01 -0.24 0.09 0.42
```
Forces are in eV/Å.

Calculated values
Spin multiplicity ... 5
E_LUMO (spin up / spin down) ... -1.9 / -3.8 eV
M ... 536.65 g/mol
ΔE to the lowest compared entry with this formula, charge and spin ... 94.13 kJ/mol
E_tot ... -3305.50556 Eh
HOMO-LUMO gap (spin up / spin down) ... 8.080 / 6.717 eV
Charge ... +1